{
  "formula": "C42H81Br2Cl44F3N3O3",
  "method": "ωB97M-V/def2-TZVPD",
  "e_lumo_ev": -2.054,
  "e_homo_ev": -11.5,
  "total_charge": 1,
  "gap_ev": 9.448,
  "elements": ["C", "C", "O", "C", "O", "C", "C", "C", "N", "C", "N", "C", "C", "C", "C", "C", "C", "C", "C", "O", "C", "N", "C", "C", "C", "F", "Br", "C", "F", "F", "Br", "H", "H", "H", "H", "H", "H", "H", "H", "H", "H", "H", "H", "H", "H", "H", "H", "H", "H", "H", "H", "H", "H", "H", "H", "H", "H", "H", "H", "H", "H", "H", "H", "H", "H", "H", "H", "H", "C", "Cl", "Cl", "H", "H", "C", "Cl", "Cl", "H", "H", "C", "Cl", "Cl", "H", "H", "C", "Cl", "Cl", "H", "H", "C", "Cl", "Cl", "H", "H", "C", "Cl", "Cl", "H", "H", "C", "Cl", "Cl", "H", "H", "C", "Cl", "Cl", "H", "H", "C", "Cl", "Cl", "H", "H", "C", "Cl", "Cl", "H", "H", "C", "Cl", "Cl", "H", "H", "C", "Cl", "Cl", "H", "H", "C", "Cl", "Cl", "H", "H", "C", "Cl", "Cl", "H", "H", "C", "Cl", "Cl", "H", "H", "C", "Cl", "Cl", "H", "H", "C", "Cl", "Cl", "H", "H", "C", "Cl", "Cl", "H", "H", "C", "Cl", "Cl", "H", "H", "C", "Cl", "Cl", "H", "H", "C", "Cl", "Cl", "H", "H", "C", "Cl", "Cl", "H", "H"],
  "positions_angstrom": [[2.07, 4.07, 1.23], [0.62, 3.89, 1.61], [-0.07, 5.15, 1.64], [-0.43, 5.62, 0.41], [0.05, 6.65, 0.00], [-1.41, 4.84, -0.42], [-2.81, 4.82, 0.18], [-3.22, 3.52, 0.84], [-2.75, 2.35, 0.06], [-3.17, 1.13, 0.50], [-3.71, 0.33, -0.43], [-2.90, 0.07, -1.66], [-1.44, -0.14, -1.37], [-0.62, -0.38, -2.63], [-0.92, 0.60, -3.75], [0.19, 0.65, -4.79], [1.24, 1.75, -4.58], [1.30, 2.33, -3.17], [0.56, 3.64, -3.05], [1.10, 4.56, -3.98], [0.27, 5.65, -4.22], [-2.98, 0.78, 1.74], [-3.35, -0.55, 2.23], [-2.76, -0.91, 3.60], [-1.25, -0.70, 3.71], [-0.79, -1.65, 4.56], [-0.31, -1.05, 2.04], [-0.87, 0.69, 4.30], [-1.84, 1.16, 5.06], [-0.57, 1.55, 3.33], [0.73, 0.57, 5.42], [2.17, 4.38, 0.20], [2.56, 3.12, 1.36], [2.53, 4.77, 1.92], [0.16, 3.19, 0.94], [0.59, 3.53, 2.63], [-1.00, 3.85, -0.61], [-1.44, 5.34, -1.36], [-3.53, 5.05, -0.59], [-2.90, 5.60, 0.92], [-2.83, 3.51, 1.85], [-4.31, 3.50, 0.90], [-3.15, 2.45, -0.86], [-4.19, -0.48, -0.07], [-3.27, -0.84, -2.09], [-3.09, 0.86, -2.36], [-0.97, 0.69, -0.85], [-1.34, -1.02, -0.76], [-0.80, -1.39, -2.96], [0.43, -0.28, -2.37], [-1.19, 1.57, -3.36], [-1.81, 0.25, -4.25], [0.66, -0.32, -4.88], [-0.29, 0.84, -5.74], [1.12, 2.53, -5.31], [2.20, 1.30, -4.78], [1.01, 1.64, -2.39], [2.33, 2.57, -2.98], [0.74, 4.05, -2.06], [-0.51, 3.55, -3.23], [0.35, 6.41, -3.44], [0.53, 6.12, -5.15], [-0.78, 5.37, -4.29], [-2.58, 1.42, 2.40], [-4.42, -0.59, 2.35], [-3.12, -1.32, 1.51], [-3.30, -0.37, 4.35], [-2.93, -1.95, 3.78], [4.93, 0.30, 6.53], [3.28, 0.62, 7.10], [4.92, -0.67, 5.06], [5.41, 1.25, 6.32], [5.47, -0.23, 7.30], [0.62, -2.40, -8.00], [2.24, -2.49, -7.30], [-0.59, -3.17, -6.96], [0.35, -1.36, -8.13], [0.62, -2.91, -8.95], [8.86, -1.94, 6.07], [8.26, -0.90, 7.37], [8.37, -3.62, 6.30], [8.46, -1.58, 5.13], [9.94, -1.89, 6.06], [-5.78, -4.12, 3.36], [-6.48, -2.59, 3.89], [-4.37, -3.85, 2.32], [-5.47, -4.68, 4.23], [-6.52, -4.68, 2.79], [-8.63, -7.31, 2.16], [-9.76, -6.02, 2.52], [-7.01, -6.68, 1.77], [-8.55, -7.96, 3.02], [-8.99, -7.87, 1.30], [-13.22, -7.96, 2.32], [-12.89, -6.45, 1.46], [-11.77, -8.92, 2.65], [-13.69, -7.72, 3.27], [-13.89, -8.56, 1.71], [5.40, 2.56, -3.81], [4.20, 3.84, -4.06], [4.69, 1.03, -3.27], [5.93, 2.38, -4.74], [6.09, 2.89, -3.04], [-0.79, -2.93, -11.66], [-0.42, -1.36, -10.94], [0.15, -4.24, -10.93], [-1.84, -3.14, -11.52], [-0.56, -2.89, -12.72], [3.54, -4.44, 5.71], [5.24, -4.13, 6.07], [2.68, -5.14, 7.10], [3.06, -3.50, 5.45], [3.48, -5.14, 4.88], [6.46, -2.06, -6.69], [5.96, -0.96, -5.37], [5.59, -3.61, -6.80], [6.28, -1.54, -7.62], [7.52, -2.26, -6.57], [-14.80, -6.91, -2.14], [-14.91, -8.00, -0.75], [-15.71, -7.52, -3.52], [-15.20, -5.95, -1.85], [-13.75, -6.82, -2.42], [6.73, 5.62, -1.94], [6.77, 4.10, -1.04], [6.77, 7.02, -0.85], [7.60, 5.67, -2.59], [5.82, 5.66, -2.52], [-2.50, -6.27, -5.12], [-4.01, -6.68, -5.93], [-2.70, -4.92, -3.99], [-2.16, -7.13, -4.55], [-1.76, -5.99, -5.86], [8.46, -1.08, -1.80], [7.73, 0.48, -1.46], [9.95, -0.93, -2.74], [8.69, -1.57, -0.86], [7.76, -1.66, -2.37], [-4.36, 3.33, 5.70], [-5.99, 3.63, 6.29], [-4.39, 2.41, 4.18], [-3.87, 4.28, 5.51], [-3.82, 2.76, 6.44], [5.41, 8.76, 2.57], [7.11, 8.93, 2.11], [5.22, 8.03, 4.17], [4.96, 9.75, 2.58], [4.91, 8.13, 1.84], [-2.06, 9.06, 1.11], [-1.72, 9.85, 2.65], [-3.56, 8.11, 1.18], [-2.16, 9.81, 0.34], [-1.24, 8.39, 0.87], [7.92, 1.48, 4.54], [8.21, 0.11, 3.46], [6.45, 2.37, 4.10], [7.81, 1.11, 5.55], [8.77, 2.16, 4.47], [8.57, -5.32, -4.53], [6.99, -4.69, -4.04], [8.52, -6.00, -6.16], [9.28, -4.51, -4.51], [8.86, -6.10, -3.83], [8.32, 1.41, 11.05], [8.18, 1.79, 9.33], [8.75, -0.28, 11.32], [9.10, 2.04, 11.48], [7.37, 1.62, 11.53], [-7.85, 1.07, 8.64], [-7.53, -0.17, 7.41], [-9.56, 1.15, 9.06], [-7.28, 0.82, 9.53], [-7.53, 2.03, 8.25], [-1.48, -8.84, -7.70], [-0.93, -7.28, -8.33], [-0.13, -9.88, -7.25], [-2.09, -8.66, -6.83], [-2.06, -9.34, -8.47]]
}

{
  "formula": "CH2LiNdO3",
  "method": "ωB97M-V/def2-TZVPD",
  "e_lumo_ev": [-11.775, -10.138],
  "e_homo_ev": [-18.8, -18.8],
  "total_charge": 2,
  "gap_ev": [7.047, 8.688],
  "multiplicity": 4,
  "elements": ["O", "C", "O", "O", "H", "Li", "Nd", "H"],
  "positions_angstrom": [[2.43, 0.09, 0.32], [-1.34, 0.20, 0.43], [-2.32, -0.38, 0.89], [-0.82, -0.17, -0.69], [3.01, -0.59, 0.66], [-2.26, -1.68, -0.63], [1.38, 0.34, -1.66], [-1.06, 1.32, 0.66]]
}

{
  "formula": "C10H12NO",
  "method": "ωB97M-V/def2-TZVPD",
  "e_lumo_ev": [-4.879, -4.878],
  "e_homo_ev": [-11.0, -11.0],
  "total_charge": 1,
  "gap_ev": [6.100, 6.100],
  "e_above_lowest_kj_mol": 182.4,
  "elements": ["C", "C", "C", "C", "C", "C", "C", "C", "C", "C", "N", "O", "H", "H", "H", "H", "H", "H", "H", "H", "H", "H", "H", "H"],
  "positions_angstrom": [[-2.94, 1.24, 0.90], [-3.24, 0.74, -0.46], [-1.83, 0.86, 1.53], [-2.42, -0.14, -1.06], [-1.03, -0.11, 0.97], [-1.33, -0.67, -0.31], [0.01, -0.90, 1.41], [2.77, 0.02, 0.09], [-0.35, -1.57, -0.60], [2.02, 0.97, -0.68], [3.35, -0.93, -0.53], [0.32, -1.82, 0.46], [-3.65, 1.95, 1.27], [-4.07, 1.23, -0.86], [-1.44, 1.28, 2.44], [-2.44, -0.20, -2.20], [2.97, 0.12, 1.13], [-0.23, -2.24, -1.45], [1.37, 0.53, -1.35], [2.66, 1.62, -1.23], [1.37, 1.61, -0.15], [3.48, -1.10, -1.54], [4.13, -1.44, -0.11], [0.55, -1.06, 2.33]]
}

{
  "formula": "C8H9BrOS",
  "method": "ωB97M-V/def2-TZVPD",
  "e_lumo_ev": [-0.014, -0.225],
  "e_homo_ev": [-7.7, -7.4],
  "gap_ev": [7.673, 7.206],
  "e_above_lowest_kj_mol": 407.0,
  "elements": ["C", "C", "C", "C", "C", "C", "C", "C", "O", "S", "Br", "H", "H", "H", "H", "H", "H", "H", "H", "H"],
  "positions_angstrom": [[0.21, 2.42, -0.54], [0.64, 1.39, -1.27], [0.83, 1.14, 1.51], [-0.03, -1.14, -1.26], [-0.57, -3.40, 0.27], [-0.37, 1.74, 0.65], [0.23, 0.15, -0.55], [1.24, 0.08, 0.56], [-0.94, 0.51, 0.16], [0.60, -2.29, 0.05], [3.06, -0.07, 0.02], [0.15, 3.47, -0.44], [1.19, 1.33, -2.20], [1.46, 1.90, 1.96], [0.24, 0.66, 2.26], [-0.98, -1.26, -1.52], [0.62, -1.35, -2.20], [-0.33, -4.53, 0.43], [-1.53, -3.09, 0.49], [-1.01, 2.38, 1.23]]
}

{
  "formula": "C3H4N4",
  "method": "ωB97M-V/def2-TZVPD",
  "e_lumo_ev": [-2.655, -2.654],
  "e_homo_ev": [-8.3, -8.3],
  "gap_ev": [5.684, 5.685],
  "e_above_lowest_kj_mol": 879.9,
  "elements": ["C", "C", "C", "N", "N", "N", "N", "H", "H", "H", "H"],
  "positions_angstrom": [[-0.53, 0.29, -0.70], [-1.21, 1.20, -0.01], [0.89, -0.42, 1.90], [-0.78, -0.18, -2.00], [0.15, -1.00, -2.31], [1.00, -1.21, -1.24], [0.61, -0.46, -0.30], [-0.63, 1.77, 0.71], [-2.03, 1.83, -0.44], [0.54, -1.53, 2.28], [2.00, -0.28, 2.09]]
}

{
  "formula": "C26H30N2O2",
  "method": "ωB97M-V/def2-TZVPD",
  "e_lumo_ev": 0.624,
  "e_homo_ev": -8.6,
  "smiles": "O=C(c1ccc(C#CC2(O)CCCCC2)cc1)N1CCN(Cc2ccccc2)CC1",
  "gap_ev": 9.231,
  "e_above_lowest_kj_mol": 155.7,
  "elements": ["O", "C", "N", "C", "H", "C", "N", "C", "C", "H", "H", "H", "H", "C", "C", "C", "C", "C", "C", "C", "H", "H", "H", "H", "H", "H", "H", "H", "H", "H", "C", "C", "C", "C", "C", "C", "H", "H", "C", "C", "C", "C", "C", "C", "C", "C", "H", "H", "H", "H", "H", "H", "H", "H", "H", "H", "O", "H", "H", "H"],
  "positions_angstrom": [[-1.37, -3.38, -1.13], [-1.13, -2.29, -0.64], [-2.12, -1.42, -0.33], [-1.94, -0.17, 0.40], [-1.88, 0.67, -0.29], [-3.14, 0.04, 1.32], [-4.36, 0.23, 0.56], [-4.35, -0.53, -0.69], [-3.49, -1.79, -0.60], [-3.51, -2.35, -1.54], [-3.87, -2.46, 0.18], [-5.37, -0.80, -0.95], [-3.96, 0.11, -1.48], [-5.54, 0.00, 1.37], [-6.78, 0.46, 0.66], [-7.93, -0.32, 0.64], [-9.07, 0.13, -0.01], [-9.07, 1.36, -0.65], [-7.93, 2.14, -0.63], [-6.80, 1.70, 0.02], [-5.90, 2.30, 0.04], [-7.93, 3.10, -1.13], [-9.96, 1.70, -1.15], [-9.96, -0.49, -0.02], [-7.93, -1.28, 1.13], [-5.65, -1.06, 1.67], [-5.42, 0.59, 2.29], [-3.21, -0.83, 2.01], [-2.97, 0.93, 1.93], [-1.02, -0.22, 0.98], [0.27, -1.84, -0.37], [0.79, -0.70, -0.99], [2.11, -0.35, -0.79], [2.92, -1.11, 0.05], [2.40, -2.26, 0.66], [1.09, -2.62, 0.44], [0.68, -3.51, 0.89], [3.04, -2.85, 1.29], [4.27, -0.74, 0.27], [5.41, -0.41, 0.44], [6.80, -0.03, 0.66], [6.86, 1.42, 1.19], [6.33, 2.41, 0.16], [7.12, 2.30, -1.15], [7.05, 0.87, -1.69], [7.58, -0.12, -0.66], [8.64, 0.09, -0.46], [7.51, -1.14, -1.05], [7.63, 0.79, -2.61], [6.01, 0.62, -1.92], [6.72, 3.00, -1.88], [8.16, 2.57, -0.97], [6.40, 3.42, 0.55], [5.28, 2.19, -0.03], [6.29, 1.48, 2.12], [7.91, 1.66, 1.43], [7.33, -0.94, 1.62], [8.25, -0.72, 1.78], [2.52, 0.53, -1.27], [0.17, -0.11, -1.65]]
}